1.
{"formula": "C5H47BO22S", "method": "ωB97M-V/def2-TZVPD", "symbols": ["O", "C", "O", "C", "C", "C", "B", "C", "S", "O", "O", "H", "H", "H", "H", "H", "H", "H", "H", "H", "H", "H", "O", "H", "H", "O", "H", "H", "O", "H", "H", "O", "H", "H", "O", "H", "H", "O", "H", "H", "O", "H", "H", "O", "H", "H", "O", "H", "H", "O", "H", "H", "O", "H", "H", "O", "H", "H", "O", "H", "H", "O", "H", "H", "O", "H", "H", "O", "H", "H", "O", "H", "H", "O", "H", "H"], "xyz": [[-0.4810, 0.5382, 1.4033], [-0.9835, 0.1732, 0.3521], [-2.3248, 0.2506, 0.2370], [-0.2290, -0.3409, -0.8430], [0.8906, -1.2922, -0.4614], [1.7254, -1.6982, -1.7093], [2.6505, -0.4853, -2.0339], [2.3555, 0.6249, -3.1455], [1.5551, -0.0461, -4.5645], [0.1428, -0.2275, -4.3254], [2.2634, -1.2569, -4.9271], [-2.5429, 0.0906, -0.6893], [-0.9118, -0.8757, -1.5028], [0.0971, 0.5335, -1.4062], [0.5099, -2.2143, -0.0456], [1.5253, -0.8467, 0.3062], [2.3161, -2.5641, -1.4494], [1.0202, -1.9112, -2.5103], [3.6244, -0.3586, -1.3851], [3.3039, 1.0641, -3.4556], [1.7389, 1.4439, -2.7700], [1.7476, 0.8096, -5.6002], [-1.2547, 3.4478, 1.1035], [-1.3808, 3.7905, 1.9944], [-0.5629, 2.7831, 1.2040], [-1.0632, 3.5451, 4.3100], [-1.1988, 3.8994, 5.1966], [-0.3715, 2.8842, 4.4255], [-1.9430, 0.3315, 3.8831], [-1.5680, 0.9212, 3.2164], [-2.6644, -0.1081, 3.4243], [-0.9103, -2.8296, 1.7420], [-1.7259, -3.1787, 1.3632], [-1.1258, -1.9212, 1.9811], [-2.6708, 1.5862, -2.6609], [-3.0523, 1.4338, -3.5304], [-3.1699, 2.3345, -2.3112], [3.8602, 1.1816, 0.3341], [3.4723, 1.4426, 1.1750], [4.7736, 0.9647, 0.5584], [-2.4974, -3.3222, -0.8135], [-3.3407, -2.8687, -0.9367], [-2.3476, -3.7615, -1.6555], [0.8640, 2.4196, -6.9257], [0.5824, 3.3076, -7.1629], [0.3880, 1.8447, -7.5355], [1.5674, -4.3651, -0.3166], [0.6798, -4.6944, -0.4877], [1.6960, -4.5181, 0.6274], [-4.0887, 3.3159, 0.2371], [-4.5153, 3.5035, 1.0777], [-3.1701, 3.1104, 0.4676], [0.9387, 5.6481, 2.8905], [0.6380, 5.9921, 2.0440], [0.1930, 5.1333, 3.2197], [2.5230, -4.0227, 2.9369], [2.5146, -4.4805, 3.7858], [1.6803, -3.5525, 2.9142], [-1.9145, 0.6066, 7.0161], [-1.0616, 0.1836, 7.1444], [-2.0593, 0.5643, 6.0626], [-5.5170, -3.1019, -1.8223], [-5.8528, -2.7589, -2.6557], [-6.2509, -3.6029, -1.4548], [-3.3404, 5.5031, 3.2734], [-2.4940, 5.0776, 3.4460], [-3.4398, 5.4723, 2.3158], [0.4819, -1.4532, -7.7686], [0.3784, -1.1172, -6.8743], [1.1784, -2.1106, -7.6798], [6.7759, 1.6710, 1.6997], [7.6501, 1.3141, 1.5176], [6.9325, 2.5968, 1.9073], [2.0223, -6.9884, 4.4725], [2.8757, -7.4036, 4.6286], [1.8923, -7.0615, 3.5216]], "atomic_forces_ev_per_a": [[-0.1, -0.2, -0.7], [-0.1, 0.4, 0.7], [0.5, 0.0, 0.0], [-0.4, -0.3, 0.2], [0.8, 0.0, -0.2], [-0.1, 1.1, -0.1], [-0.3, -0.6, -0.2], [0.2, 0.3, -0.1], [0.1, -1.6, 0.2], [-0.1, 0.7, -0.1], [0.3, 0.3, -0.2], [-0.3, 0.0, -0.2], [-0.1, 0.1, -0.1], [0.2, 0.1, 0.0], [-0.3, 0.1, 0.2], [0.0, 0.1, 0.0], [0.0, -0.2, 0.0], [0.0, -0.4, -0.1], [0.2, 0.1, -0.1], [0.0, 0.0, -0.2], [-0.1, 0.0, 0.1], [-0.1, 0.3, 0.4], [0.0, 0.2, 0.0], [0.0, -0.1, 0.1], [-0.1, -0.2, 0.0], [0.2, 0.3, -0.1], [-0.1, -0.1, 0.0], [0.0, -0.1, 0.0], [-0.1, 0.1, 0.3], [0.0, -0.2, -0.2], [-0.1, 0.0, 0.0], [-0.1, 0.0, 0.3], [0.1, 0.0, -0.2], [0.1, 0.0, 0.1], [-0.1, 0.0, 0.2], [0.1, -0.1, -0.1], [0.0, 0.0, 0.1], [0.0, 0.1, 0.2], [0.0, 0.0, 0.0], [0.1, 0.1, 0.0], [0.0, 0.2, 0.1], [-0.1, -0.2, 0.0], [0.0, -0.1, 0.0], [-0.1, -0.1, -0.1], [0.0, 0.1, 0.0], [0.0, 0.0, 0.0], [-0.1, -0.4, 0.2], [0.0, 0.0, 0.0], [0.1, 0.1, 0.1], [0.1, 0.0, -0.1], [-0.1, -0.1, 0.0], [0.1, 0.0, 0.1], [-0.1, 0.0, 0.0], [0.0, 0.0, 0.0], [0.0, -0.1, 0.1], [-0.2, 0.0, -0.1], [0.0, -0.1, 0.0], [0.0, 0.1, 0.0], [0.0, 0.1, 0.0], [0.0, -0.1, 0.0], [0.0, 0.0, -0.2], [0.1, 0.0, 0.0], [0.0, 0.0, 0.0], [0.0, 0.0, 0.1], [0.0, 0.0, -0.1], [0.0, -0.1, 0.1], [0.0, 0.1, 0.0], [0.0, 0.1, -0.1], [-0.1, -0.1, 0.2], [0.1, 0.0, 0.0], [0.0, 0.0, 0.0], [0.0, -0.1, 0.0], [-0.1, 0.0, 0.0], [0.1, 0.1, 0.0], [0.0, 0.0, 0.0], [0.0, 0.0, 0.0]], "mulliken_charge": [-0.723, 0.475, -0.493, 0.472, -0.668, -0.906, 0.176, -0.725, 0.905, -0.496, -0.592, 0.332, 0.384, -0.122, 0.305, 0.325, 0.368, 0.304, -0.199, 0.478, 0.350, 0.087, -0.598, 0.199, 0.302, -0.551, 0.285, 0.267, -0.652, 0.317, 0.289, -0.552, 0.230, 0.286, -0.542, 0.273, 0.297, -0.553, 0.268, 0.299, -0.519, 0.283, 0.262, -0.599, 0.285, 0.311, -0.587, 0.262, 0.290, -0.636, 0.279, 0.374, -0.653, 0.328, 0.388, -0.650, 0.325, 0.318, -0.634, 0.309, 0.352, -0.579, 0.300, 0.291, -0.661, 0.338, 0.317, -0.663, 0.342, 0.325, -0.615, 0.309, 0.308, -0.652, 0.324, 0.327], "multiplicity": 1, "homo_lumo_gap_ev": 10.13}



2.
{"formula": "C5H4B3F20LiO", "method": "ωB97M-V/def2-TZVPD", "symbols": ["Li", "B", "F", "F", "F", "F", "B", "F", "F", "F", "F", "B", "F", "F", "F", "F", "C", "C", "C", "F", "F", "F", "F", "O", "C", "C", "F", "F", "F", "F", "H", "H", "H", "H"], "xyz": [[0.3025, -2.0287, 1.5760], [0.6103, 0.4807, 3.2475], [1.1856, 1.7137, 3.0527], [0.6876, 0.2478, 4.6102], [-0.6684, 0.5157, 2.8745], [1.1941, -0.4680, 2.5320], [-1.3148, -2.9076, 3.0824], [-2.1186, -1.8371, 3.2421], [-1.2707, -3.1415, 1.7700], [-0.1145, -2.5393, 3.5169], [-1.7583, -3.9479, 3.8772], [1.9154, -3.4440, 0.4382], [1.9486, -2.1121, 0.2785], [1.5470, -4.0226, -0.7325], [3.2004, -3.7453, 0.7380], [1.1571, -3.7665, 1.4888], [0.2085, 0.9508, -1.2186], [-1.0842, 0.2928, -0.8405], [-1.8673, -0.0976, -2.0783], [-1.2111, -0.8077, -2.9984], [-2.9135, -0.7228, -1.5994], [-0.8360, -0.8095, -0.1795], [-1.7288, 1.1360, 0.0700], [-0.0788, 1.9286, -2.2679], [0.5746, 3.1834, -2.0792], [0.4194, 3.9719, -3.4084], [0.9064, 5.2058, -3.4186], [0.8968, 3.4596, -4.5730], [-0.0899, 3.7961, -1.1027], [1.8646, 3.0850, -1.7713], [0.9119, 0.1681, -1.5027], [0.5604, 1.4841, -0.3355], [-2.4089, 0.6919, -2.5993], [-0.6276, 4.0861, -3.6892]], "atomic_forces_ev_per_a": [[0.4, 0.3, 0.7], [-0.5, 1.4, 2.4], [1.2, 1.8, -0.8], [0.3, -0.6, 1.3], [-3.2, 0.5, -1.0], [2.3, -2.7, -2.3], [-1.7, 0.1, 2.6], [-2.4, 1.9, 0.5], [0.0, -1.3, -3.7], [3.6, 0.5, 0.8], [-0.6, -1.5, 0.1], [2.0, -0.9, -0.7], [-1.3, 4.1, -0.5], [-1.0, -1.1, -1.6], [2.8, -1.5, 0.4], [-1.9, -0.8, 1.7], [0.4, 0.9, 0.4], [1.1, 2.0, 0.4], [-2.0, 2.6, -0.3], [0.7, -0.6, 0.3], [-2.0, -2.8, 0.8], [0.4, -1.6, 0.8], [-0.3, -0.8, -1.8], [1.7, 1.0, 0.0], [-1.2, -2.3, -1.4], [-2.4, 0.2, -1.8], [1.0, 1.3, 1.4], [1.0, -1.5, 0.4], [0.3, 0.9, 0.3], [0.2, -0.1, 0.4], [0.1, 0.3, -0.4], [0.2, -0.3, 0.1], [1.2, 1.0, -0.2], [-0.5, -0.3, 1.0]], "nbo_charge": [0.905, 1.302, -0.583, -0.575, -0.558, -0.562, 1.278, -0.561, -0.562, -0.550, -0.571, 1.277, -0.568, -0.561, -0.571, -0.545, -0.150, 0.609, 0.515, -0.319, -0.322, -0.291, -0.318, -0.541, 0.854, 0.507, -0.325, -0.336, -0.307, -0.306, 0.232, 0.242, 0.129, 0.132], "charge": -2, "multiplicity": 1, "homo_lumo_gap_ev": 9.16}



3.
{"formula": "C5H4Br2Cl2F2", "method": "ωB97M-V/def2-TZVPD", "symbols": ["C", "C", "C", "C", "C", "F", "F", "Cl", "Cl", "Br", "Br", "H", "H", "H", "H"], "xyz": [[-0.0517, -0.1081, -0.0448], [0.4175, 1.2301, -0.6174], [0.2508, 0.4078, 1.4116], [-1.4948, -0.3913, -0.2814], [0.9166, -1.0932, -0.5632], [-0.1927, 2.4241, -0.4096], [1.7488, 1.5100, -0.6851], [-1.8594, -0.1332, -1.9629], [0.7121, -2.6245, 0.4316], [1.9369, 0.1254, 2.1878], [-0.8947, 1.5165, 2.3925], [-2.0394, 0.3839, 0.2933], [-1.8778, -1.4063, -0.0674], [1.8940, -0.5676, -0.5296], [0.5338, -1.2737, -1.5554]], "atomic_forces_ev_per_a": [[0.7, 2.4, 3.1], [0.6, 1.9, 0.7], [-0.1, -1.0, -1.5], [-1.3, 0.6, 0.8], [0.1, -0.6, 0.6], [-0.1, -1.5, -0.4], [-1.0, -0.6, -0.1], [-0.4, 0.1, -1.4], [0.6, 0.8, -0.8], [-0.2, 0.2, -0.2], [0.1, -0.2, -0.3], [-0.1, -0.8, -0.3], [0.8, 0.6, 0.4], [-0.2, -1.6, 0.0], [0.6, -0.5, -0.5]], "nbo_charge": [-0.248, 0.707, -0.275, -0.405, -0.366, -0.319, -0.330, -0.028, -0.061, 0.152, 0.161, 0.243, 0.262, 0.261, 0.245], "multiplicity": 1, "homo_lumo_gap_ev": [8.40, 8.09]}



4.
{"formula": "C5H4BrCl", "method": "ωB97M-V/def2-TZVPD", "symbols": ["C", "C", "C", "C", "C", "Cl", "Br", "H", "H", "H", "H"], "xyz": [[0.9905, -0.7328, -0.0821], [0.9219, 0.6868, 0.0513], [0.0532, -1.6597, -0.3586], [-1.4064, 1.0973, 0.5022], [-0.2103, 1.5600, 0.0851], [0.6817, -3.2806, -0.0504], [-3.3006, 1.2097, -0.1362], [1.9970, -1.1574, -0.0642], [1.8259, 1.1689, 0.0537], [-0.1883, 2.6143, 0.1078], [-1.3646, -1.5065, -0.1085]], "atomic_forces_ev_per_a": [[0.2, 1.4, -0.5], [-2.2, -0.4, -0.3], [-4.2, -0.5, 2.4], [-2.3, -1.6, -0.5], [-0.4, -1.9, 0.6], [-0.9, 0.1, -0.6], [2.1, 0.5, 0.6], [-0.1, 0.4, 0.1], [2.2, 1.1, 0.0], [0.7, 1.3, -0.6], [4.9, -0.4, -1.2]], "nbo_charge": [-0.311, -0.129, -0.162, 0.066, -0.432, -0.021, 0.043, 0.232, 0.204, 0.251, 0.259], "multiplicity": 1, "homo_lumo_gap_ev": [7.16, 7.05]}



Short version: relative energy (zero: lowest compared OMol25 entry of this formula, charge and spin) = 0.000 2.312 1.109 5.904 eV, in the order given.